Record 1
Entry from the Open Molecules 2025 dataset: an isolated molecule of C5H8O (ωB97M-V with the def2-TZVPD basis set).

Structure (XYZ):
```
14
Properties=species:S:1:pos:R:3:forces:R:3:mulliken_charge:R:1
C -1.835663 0.487929 0.188384 -0.02 0.12 -0.02 -1.247
C -0.410998 0.215396 -0.170626 -0.30 -0.14 0.32 0.698
C 0.445096 -0.566122 0.817433 -0.04 -0.21 0.12 -0.628
C 1.636436 -0.453767 -0.154797 0.21 0.02 0.01 -0.566
C 0.807775 0.588890 -0.932323 0.22 0.19 -0.13 -0.280
O -0.203095 -0.224573 -1.517801 -0.09 -0.30 -0.03 -0.495
H -1.931811 0.893506 1.199165 0.03 0.10 -0.18 0.315
H -2.264507 -0.524265 0.207564 -0.16 0.24 0.02 0.307
H -2.408320 1.075170 -0.529150 0.21 0.10 0.04 0.334
H 0.608786 0.104903 1.671260 -0.05 -0.24 -0.08 0.245
H 0.083112 -1.534705 1.173918 0.14 -0.03 -0.14 0.339
H 2.603410 -0.199912 0.277835 -0.12 0.17 -0.03 0.320
H 1.717277 -1.344792 -0.782718 0.23 0.16 0.07 0.216
H 1.152506 1.482346 -1.448140 -0.27 -0.16 0.03 0.440
```
Positions in Å, forces in eV/Å.

Energy relative to the best compared isomer or geometry (same formula, charge and spin): 2.4116 eV
E_HOMO: -9.426 eV
Energy: -270.4693 a.u.
HOMO-LUMO gap: 10.562 eV

Record 2
Entry from the Open Molecules 2025 dataset: a structure of composition C2H7N4OS (ωB97M-V with the def2-TZVPD basis set).

Structure (XYZ):
```
15
Properties=species:S:1:pos:R:3:forces:R:3:mulliken_charge:R:1
C -0.604388 0.879506 0.020279 0.76 -5.76 -1.43 0.477
C 1.641585 -0.367949 -0.110244 -3.90 -1.91 -0.34 0.507
N 0.018116 1.963273 -0.054480 2.26 2.46 0.52 -0.170
N 2.165483 -1.604599 -0.262194 -2.08 -1.80 -1.43 -0.376
N 0.214101 -0.308697 -0.040803 -0.71 0.38 1.37 0.045
N -1.907125 0.664885 -0.190298 0.49 1.25 1.12 -0.385
O -0.374914 -1.538533 0.360493 -0.32 -0.31 1.78 -0.540
S 2.583831 0.896162 0.148053 4.33 3.02 1.11 -0.353
H 1.071667 1.898177 0.049426 -1.15 0.69 -0.32 0.109
H -0.388742 2.819505 -0.308810 -0.76 1.13 -0.35 0.208
H 1.582870 -2.263792 -0.869016 1.69 0.95 1.02 0.272
H 3.151046 -1.651360 -0.201336 0.94 -0.53 -0.12 0.228
H -2.461292 1.388039 0.265075 -0.53 -0.59 -0.31 0.299
H -2.089343 -0.301151 -0.017815 -0.98 -0.64 0.10 0.302
H -0.204541 -1.843892 1.362773 -0.03 1.66 -2.71 0.376
```
Positions in Å, forces in eV/Å.

Energy relative to the best compared isomer or geometry (same formula, charge and spin): 0.0000 eV
E_HOMO (alpha / beta): -9.973 / -14.045 eV
Energy: -772.4338 a.u.
2S+1: 3
<S²>: 2.008
HOMO-LUMO gap (alpha / beta): 6.635 / 6.854 eV
Total charge: +1

Record 3
Entry from the Open Molecules 2025 dataset: an isolated molecule of C20H31N3O4 (ωB97M-V with the def2-TZVPD basis set).

Structure (XYZ):
```
58
Properties=species:S:1:pos:R:3:forces:R:3:mulliken_charge:R:1
C -7.854100 -0.083074 -0.319106 0.42 0.08 -0.05 -1.129
C -6.642509 0.773981 -0.657194 -0.44 0.28 0.17 -0.311
O -5.438797 0.012313 -0.648508 0.30 -0.19 0.00 -0.359
C -4.890480 -0.207090 0.572364 -0.11 -0.13 -0.09 0.804
O -5.312673 0.281870 1.596145 -0.25 0.26 0.20 -0.663
N -3.837708 -1.052512 0.512294 -0.05 0.00 -0.09 0.155
C -3.202204 -1.445256 -0.725154 0.04 0.08 -0.41 -1.332
C -2.035571 -0.498788 -1.049198 -0.08 0.01 0.06 -0.146
C -1.444194 0.062532 0.257382 0.03 -0.50 0.06 -0.396
N -0.087000 0.577125 0.097413 -0.13 0.01 -0.07 0.802
C 0.919912 -0.343056 -0.083494 -0.08 0.31 0.16 0.260
O 0.702430 -1.499683 -0.386444 0.08 -0.39 -0.11 -0.635
N 2.179713 0.150918 0.160805 0.00 0.38 0.23 0.176
C 3.411040 -0.463795 -0.061021 0.25 -0.38 -0.23 0.133
C 3.547660 -1.673759 -0.728441 -0.32 -0.05 -0.05 -0.615
C 4.813332 -2.198724 -0.926278 0.18 0.20 0.10 -0.732
C 5.938324 -1.541883 -0.474806 0.16 0.08 0.06 -0.654
C 5.807760 -0.324808 0.195375 -0.01 -0.16 -0.11 0.486
O 6.972331 0.255405 0.605962 -0.13 -0.31 -0.18 -0.429
C 6.911717 1.477006 1.296902 -0.03 0.21 0.11 -0.783
C 4.545132 0.210485 0.397390 0.14 0.19 0.13 -0.069
C 0.040312 2.017352 -0.115575 0.39 0.40 0.08 -0.541
C 0.458434 2.763352 1.160551 -0.28 -0.08 -0.25 -1.361
C 0.913784 2.406539 -1.318960 -0.28 -0.06 -0.08 -0.299
C 0.471676 1.719257 -2.605078 0.16 0.12 0.17 -1.224
C -1.534764 -1.002674 1.354542 -0.18 0.05 -0.11 -0.940
C -3.012529 -1.234278 1.692235 -0.01 0.00 0.43 -1.128
H -8.757867 0.514554 -0.397442 -0.13 0.05 -0.01 0.391
H -7.922504 -0.925838 -1.003059 -0.06 -0.06 -0.07 0.295
H -7.764884 -0.457903 0.697436 -0.05 -0.02 0.07 0.310
H -6.713204 1.174130 -1.671321 0.03 -0.02 0.13 0.328
H -6.551225 1.594457 0.062398 0.00 -0.08 -0.20 0.328
H -2.833020 -2.464872 -0.590852 -0.03 0.01 -0.06 0.395
H -3.941436 -1.441957 -1.524393 0.12 -0.14 0.08 0.500
H -1.262018 -1.050402 -1.579943 0.00 0.07 -0.03 0.263
H -2.376351 0.324043 -1.679140 -0.03 0.03 -0.06 0.251
H -2.055560 0.909426 0.589868 0.11 -0.04 -0.03 0.563
H 2.230733 1.037071 0.636841 -0.07 -0.13 -0.06 -0.033
H 2.672690 -2.194855 -1.074753 -0.02 -0.02 0.00 0.533
H 4.918958 -3.140107 -1.443839 0.01 -0.08 -0.05 0.380
H 6.927094 -1.943926 -0.623784 0.13 -0.05 -0.02 0.435
H 6.470908 2.268381 0.680743 0.00 -0.04 0.03 0.316
H 6.346513 1.385296 2.230702 0.01 0.01 -0.04 0.311
H 7.943506 1.737489 1.527782 -0.09 0.03 0.01 0.235
H 4.418066 1.152445 0.911657 0.02 0.09 0.06 0.431
H -0.972907 2.356963 -0.359725 0.10 -0.09 0.00 0.506
H 0.238161 3.822600 1.052265 0.05 0.14 0.03 0.455
H 1.520796 2.669655 1.376130 0.15 0.00 0.04 0.186
H -0.099726 2.381361 2.011922 -0.03 0.00 0.11 0.308
H 1.965215 2.181861 -1.141097 0.01 0.12 0.05 0.232
H 0.826980 3.489062 -1.438601 0.05 0.03 0.06 0.509
H 1.083157 2.055661 -3.438564 0.01 -0.01 -0.12 0.438
H 0.576776 0.640823 -2.519566 -0.02 -0.13 -0.08 0.228
H -0.568315 1.948251 -2.826590 -0.13 -0.02 -0.06 0.269
H -1.065458 -1.919495 1.001909 0.00 0.04 0.07 0.445
H -0.999660 -0.670046 2.244690 0.01 -0.03 0.02 0.395
H -3.157820 -2.247059 2.084447 0.01 0.09 0.06 0.286
H -3.365149 -0.521630 2.441783 0.07 -0.15 -0.08 0.440
```
Positions in Å, forces in eV/Å.

Energy relative to the best compared isomer or geometry (same formula, charge and spin): 0.1912 eV
E_HOMO: -8.065 eV
Energy: -1245.9757 a.u.
HOMO-LUMO gap: 8.623 eV

Question: Among the records above, which one has the highest energy relative to the best compared isomer or geometry (same formula, charge and spin)?
Answer: C5H8O